The following is a DFT calculation (wB97M-V/def2-TZVPD) of the molecule C2H5N3OS2.

The energy above the lowest of the compared OMol25 structures with the same formula, charge and spin comes out at 138.4 kJ/mol. As for the total charge: 0. As for the LUMO energy: 0.33 eV. The SMILES is O=CN=C(NS)NS. For the total energy, the calculation gives -1115.041833 a.u. The value obtained for the HOMO energy is -0.3357 Ha.

CARTESIAN COORDINATES (ANGSTROEM)
1 O 2.19908 -0.73086 0.92048
2 C 1.64728 -1.31821 -0.05705
3 N 0.41135 -1.15769 -0.57526
4 C -0.36479 -0.17457 -0.22365
5 N -0.01229 1.13963 -0.09722
6 S 1.52700 1.84666 -0.11619
7 N -1.63442 -0.57136 -0.02029
8 S -2.87984 0.46380 0.33091
9 H 2.24778 -1.97715 -0.65863
10 H -0.60788 1.78159 0.51390
11 H 2.16915 1.24209 0.98797
12 H -1.89579 -1.58480 -0.10778
13 H -2.80663 1.04086 -0.89720

Forces on the atoms, in the same order (eV/Å):
-1.7 -1.7 -1.5
1.5 2.1 1.1
0.9 -0.2 0.3
1.1 -0.5 0.4
-1.6 1.2 2.1
1.2 -0.1 0.1
-1.1 -1.3 0.3
-0.6 1.1 -0.5
0.3 -0.8 -0.1
0.4 -1.8 -1.4
-0.9 0.3 -1.1
1.1 1.6 -0.1
-0.6 0.2 0.4

natural (NBO) atomic charge list, values in e, 6 entries: atom 1 (O): -0.6778, atom 2 (C): 0.5165, atom 3 (N): -0.6469, atom 4 (C): 0.6500, atom 5 (N): -0.7669, atom 6 (S): 0.1701

The following is a DFT calculation (wB97M-V/def2-TZVPD) of a cluster of 2 separate species, C32H42Cl5IN4O2S2 in total.

As for the total charge: 0. As for the LUMO energy: -0.75 eV. The SMILES is CCCCNc1c(N=C=S)c2c(c(CCCCOC)c1[C@@H](I)CC)Nc1c(ccc(CCCCNC(C)=O)c1Cl)S2.ClC(Cl)(Cl)Cl. For the total energy, the calculation gives -5008.575727 a.u. The value obtained for the HOMO energy is -0.3022 Ha.

CARTESIAN COORDINATES (ANGSTROEM)
1 C 2.56270 0.87288 4.77012
2 C 3.06503 2.09058 3.84965
3 C 2.70179 1.89507 2.26705
4 C 4.09159 1.57347 1.53440
5 N 4.09474 1.78279 0.06096
6 C 3.08714 0.97828 -0.64801
7 C 3.29810 -0.58404 -0.60475
8 N 4.42689 -1.25582 0.08734
9 C 5.46151 -1.05758 -0.68137
10 S 7.03393 -0.84975 -1.21157
11 C 2.26738 -1.48219 -1.32850
12 C 1.07380 -0.90202 -2.12246
13 C 0.90837 0.66466 -2.18181
14 C -0.36863 1.16961 -3.02245
15 C -1.63296 1.07737 -2.03165
16 C -2.66850 2.29932 -2.13385
17 C -3.53882 2.25930 -0.75710
18 O -4.69805 3.12291 -0.79133
19 C -4.60223 4.21734 0.15419
20 C 1.89493 1.64527 -1.43980
21 C 1.65621 3.21499 -1.55952
22 I 0.35850 4.01543 0.05068
23 C 3.02065 4.08705 -1.74069
24 C 3.45199 4.87963 -0.41164
25 N 0.12017 -1.77042 -2.84566
26 C -0.35934 -2.90505 -2.03349
27 C 0.59683 -3.83079 -1.18572
28 C 0.06132 -5.00661 -0.34135
29 C -1.48251 -5.29035 -0.35094
30 C -2.47773 -4.44184 -1.20485
31 C -4.04112 -4.80488 -1.19415
32 C -4.57370 -5.17180 0.30313
33 C -4.78470 -3.80960 1.16791
34 C -3.59169 -3.60462 2.25668
35 N -4.17996 -3.01340 3.52990
36 C -3.02905 -2.51442 4.35271
37 C -3.10557 -1.06205 5.05195
38 O -1.97302 -3.20997 4.47491
39 C -1.88494 -3.24207 -2.03766
40 Cl -3.12518 -2.29718 -3.01594
41 S 2.40232 -3.34814 -1.28784
42 H 3.02453 1.05033 5.81768
43 H 2.92405 -0.13561 4.38014
44 H 1.43416 0.95714 4.90945
45 H 2.65994 3.10063 4.22448
46 H 4.21162 2.15594 4.00357
47 H 2.37594 2.93663 1.91194
48 H 1.90015 1.09307 2.15673
49 H 4.86272 2.32159 1.96759
50 H 4.43246 0.53962 1.88537
51 H 5.03113 1.70352 -0.35586
52 H -0.21968 2.18110 -3.52512
53 H -0.57633 0.42128 -3.87973
54 H -2.21624 0.12689 -2.31400
55 H -1.28539 0.91198 -0.94566
56 H -3.42806 2.00897 -2.95755
57 H -2.19860 3.31902 -2.33102
58 H -3.94699 1.17605 -0.68691
59 H -2.86395 2.39373 0.15685
60 H -3.56317 4.37537 0.59892
61 H -5.37788 4.02231 0.98986
62 H -4.86141 5.17777 -0.43012
63 H 1.05165 3.42491 -2.52134
64 H 2.88546 4.86573 -2.57832
65 H 3.90935 3.42483 -2.03647
66 H 3.36191 4.26059 0.53935
67 H 4.57811 5.12682 -0.52602
68 H 2.91844 5.89190 -0.32664
69 H 0.65846 -2.16936 -3.63720
70 H 0.78869 -5.62033 0.27806
71 H -1.84066 -6.15663 0.30518
72 H -4.70653 -3.92450 -1.53008
73 H -4.26294 -5.65037 -1.94534
74 H -5.62209 -5.62299 0.14924
75 H -3.85640 -5.86789 0.85481
76 H -4.86186 -2.88481 0.50131
77 H -5.76661 -3.85185 1.77235
78 H -3.12079 -4.60214 2.57553
79 H -2.76400 -2.92938 1.84200
80 H -4.58757 -3.78972 4.08233
81 H -2.80525 -1.21475 6.15303
82 H -4.19163 -0.70418 5.02344
83 H -2.39440 -0.34402 4.51688
84 Cl 4.80126 1.44426 -3.37837
85 C 5.35840 2.02179 -4.96326
86 Cl 4.66087 1.00487 -6.24188
87 Cl 4.83928 3.70527 -5.19585
88 Cl 7.13162 1.93319 -5.03687

Forces on the atoms, in the same order (eV/Å):
0.4 1.4 0.7
0.3 -0.5 0.0
1.4 1.2 0.9
0.3 0.4 1.3
-1.5 -0.9 -0.2
-1.0 -1.9 -1.3
-4.4 1.3 -2.3
2.8 2.0 -4.8
0.8 -0.5 3.1
-4.2 -0.5 0.9
-1.0 2.4 -0.2
2.8 3.0 2.2
1.6 -1.2 0.7
0.3 -1.1 0.4
-0.4 0.0 -0.2
-1.0 -1.1 0.8
0.2 -1.4 -1.0
1.8 0.3 1.1
-0.8 0.7 -0.1
0.1 -3.8 0.1
1.2 -0.6 -1.8
0.2 -0.4 -0.8
0.2 0.4 1.0
1.1 0.5 -0.6
1.4 -0.9 1.3
-2.1 -2.8 1.7
-3.2 0.3 -0.3
-2.4 2.5 -2.2
1.7 2.5 -1.9
3.1 0.5 0.3
0.1 0.2 0.5
-0.5 1.2 -0.8
0.5 -0.4 0.9
-0.5 -0.7 -0.2
1.8 0.6 0.4
3.0 -1.4 0.6
-0.8 -1.2 0.0
-4.0 2.7 -0.5
1.7 -2.2 2.0
1.9 -1.0 1.1
-1.7 1.2 0.3
-0.8 -0.5 -1.6
-0.7 1.4 0.4
1.4 -0.6 -0.4
0.4 -1.7 -0.5
-1.8 -0.1 -0.5
0.1 -1.9 0.3
1.1 1.2 -0.1
-1.2 -1.1 -0.8
-0.4 1.1 -0.7
-0.6 -0.1 0.3
-0.2 -1.2 1.0
0.6 1.2 1.4
1.0 1.4 0.5
-0.4 0.5 -1.6
1.3 0.9 1.1
-0.6 -1.4 0.3
0.7 1.6 -0.1
-0.9 0.2 -1.2
-1.3 -0.5 -0.6
1.3 0.5 -1.2
0.2 -1.4 1.1
0.8 -0.6 1.8
0.0 -1.3 1.2
-1.7 0.8 0.4
-0.1 0.9 -1.4
-1.7 -0.3 0.2
0.6 -1.6 0.0
-0.5 0.2 0.4
-1.2 0.9 -0.9
0.5 1.5 -1.2
1.4 -1.3 0.4
0.6 1.1 1.2
1.8 0.3 0.4
-1.3 0.8 -0.8
0.2 -1.3 0.8
1.5 -0.1 -1.0
-0.5 1.3 -1.0
-1.3 -0.9 0.7
0.2 0.6 -0.5
-0.2 0.3 -1.8
1.7 -0.3 -0.1
-1.0 -1.1 0.8
0.1 -0.1 -0.4
0.1 0.0 0.0
0.1 0.2 0.2
0.1 -0.3 0.0
-0.3 0.0 0.0

Löwdin atomic charge list, values in e, 6 entries: atom 1 (C): -0.1394, atom 2 (C): -0.2572, atom 3 (C): -0.1948, atom 4 (C): -0.2302, atom 5 (N): -0.0442, atom 6 (C): -0.1415

The following is a DFT calculation (wB97M-V/def2-TZVPD) of the molecule C4H9NO.

The energy above the lowest of the compared OMol25 structures with the same formula, charge and spin comes out at 469.8 kJ/mol. As for the total charge: 0. As for the LUMO energy: 1.09 eV. The SMILES is C[C@H]1NO[C@@H]1C. For the total energy, the calculation gives -287.653521 a.u. The value obtained for the HOMO energy is -0.3197 Ha.

CARTESIAN COORDINATES (ANGSTROEM)
1 C 1.78564 -1.12039 0.10502
2 C 0.25308 -0.84173 -0.00635
3 N -0.52591 -0.96955 1.22816
4 O -1.12432 0.33564 1.29990
5 C -0.37459 0.85099 0.18234
6 C -1.23417 1.52380 -0.82839
7 H 2.16228 -0.31742 0.79674
8 H 2.27728 -1.17863 -0.96948
9 H 2.13708 -2.03836 0.61652
10 H -0.14482 -1.10886 -1.06553
11 H -1.24221 -1.75286 0.99251
12 H 0.33095 1.51891 0.63515
13 H -0.62763 1.96985 -1.57426
14 H -1.68689 2.25585 -0.17512
15 H -1.98577 0.87276 -1.23720

Forces on the atoms, in the same order (eV/Å):
0.2 0.7 -0.8
-0.1 3.9 -1.7
-1.0 -3.2 -0.5
-0.5 -1.1 -0.7
1.6 -3.2 0.1
0.2 -0.6 1.3
0.2 -0.5 -1.1
-0.9 0.6 2.3
-0.9 0.1 -0.3
0.1 -0.3 2.1
0.7 2.1 1.0
0.9 0.5 -0.3
0.4 0.6 -0.8
-0.6 0.7 -0.4
-0.3 -0.3 -0.2

natural (NBO) atomic charge list, values in e, 6 entries: atom 1 (C): -0.6517, atom 2 (C): -0.0801, atom 3 (N): -0.3386, atom 4 (O): -0.4148, atom 5 (C): 0.1314, atom 6 (C): -0.6500

The following is a DFT calculation (wB97M-V/def2-TZVPD) of a cluster of 2 separate species, C4H8O3 in total.

The energy above the lowest of the compared OMol25 structures with the same formula, charge and spin comes out at 198.6 kJ/mol. As for the total charge: 0. As for the LUMO energy: 0.68 eV. The SMILES is COC(=O)CC=O.[H][H]. For the total energy, the calculation gives -382.889164 a.u. The value obtained for the HOMO energy is -0.3780 Ha.

CARTESIAN COORDINATES (ANGSTROEM)
1 C 2.74576 -0.14722 0.54821
2 O 1.44970 0.43433 0.39304
3 C 0.65643 -0.15384 -0.51860
4 O 1.01485 -1.02583 -1.27104
5 C -0.73730 0.43123 -0.42733
6 C -1.41485 0.10985 0.89803
7 O -2.37493 -0.61150 1.00912
8 H 2.64701 -1.20091 0.82314
9 H 3.22417 0.41788 1.34838
10 H 3.31985 -0.06976 -0.37744
11 H -0.62542 1.52088 -0.48024
12 H -1.34308 0.06347 -1.25448
13 H -0.96935 0.60421 1.78411
14 H -3.95274 -0.03718 -1.54051
15 H -3.64009 -0.33562 -0.93440

Forces on the atoms, in the same order (eV/Å):
0.2 -0.1 0.0
-0.1 -0.1 0.0
0.1 -0.4 -0.2
-0.2 0.5 0.5
-0.2 0.0 -0.2
-0.2 -0.2 0.1
0.5 0.4 -0.1
0.1 0.1 0.0
0.0 -0.1 -0.1
-0.1 0.0 0.1
-0.1 -0.1 0.0
0.1 0.0 0.1
0.0 -0.1 -0.1
0.0 0.0 0.0
-0.1 0.0 -0.1

natural (NBO) atomic charge list, values in e, 6 entries: atom 1 (C): -0.2638, atom 2 (O): -0.5154, atom 3 (C): 0.7993, atom 4 (O): -0.5702, atom 5 (C): -0.6163, atom 6 (C): 0.4510

The following is a DFT calculation (wB97M-V/def2-TZVPD) of the molecule C4H6S.

The energy above the lowest of the compared OMol25 structures with the same formula, charge and spin comes out at 101.0 kJ/mol. As for the total charge: 0. As for the LUMO energy: 1.02 eV. The SMILES is C1=CCSC1. For the total energy, the calculation gives -554.133709 a.u. The value obtained for the HOMO energy is -0.3102 Ha.

CARTESIAN COORDINATES (ANGSTROEM)
1 C 0.70161 -0.65471 -0.19453
2 C 0.83954 0.62729 -0.12671
3 C -0.44030 1.45832 -0.06750
4 S -1.66849 0.05064 -0.11335
5 C -0.51136 -1.31228 -0.04520
6 H 1.56419 -1.15843 0.11404
7 H 1.84692 1.01905 0.08833
8 H -0.56623 2.29235 -0.75111
9 H -0.58741 1.74834 0.99100
10 H -0.49872 -2.13744 -0.78226
11 H -0.67974 -1.93314 0.88730

Forces on the atoms, in the same order (eV/Å):
3.3 0.0 1.8
0.3 3.0 0.0
0.3 -2.0 1.7
-1.8 0.7 -0.9
-2.7 -2.7 0.2
1.5 -1.3 -0.4
-0.7 0.3 -0.5
-0.2 -0.3 -0.2
0.4 0.7 -0.7
-1.1 0.6 -0.5
0.6 1.1 -0.5

natural (NBO) atomic charge list, values in e, 6 entries: atom 1 (C): -0.2178, atom 2 (C): -0.1746, atom 3 (C): -0.5347, atom 4 (S): 0.1656, atom 5 (C): -0.5739, atom 6 (H): 0.2073

The following is a DFT calculation (wB97M-V/def2-TZVPD) of a cluster of 11 separate species, H22O11 in total.

The energy above the lowest of the compared OMol25 structures with the same formula, charge and spin comes out at 422.1 kJ/mol. As for the total charge: 0. As for the LUMO energy: -0.69 eV. The SMILES is O.O.O.O.O.O.O.O.O.O.O. For the total energy, the calculation gives -840.719352 a.u. The value obtained for the HOMO energy is -0.3670 Ha.

CARTESIAN COORDINATES (ANGSTROEM)
1 O -0.44598 0.23374 0.53150
2 H -0.58479 -0.71988 0.51304
3 H 0.47675 0.33140 0.79229
4 O 3.48908 1.96643 0.26908
5 H 2.88988 2.54312 0.75629
6 H 3.68815 1.25669 0.89006
7 O 1.76007 -1.03825 3.19586
8 H 2.00541 -0.51441 3.96682
9 H 0.89827 -0.69028 2.94048
10 O 2.17177 -0.71022 0.68982
11 H 1.55281 -1.42339 0.88290
12 H 2.85547 -0.80452 1.36262
13 O -1.49243 -3.81504 -1.59372
14 H -1.91433 -3.20481 -0.97841
15 H -0.54964 -3.65444 -1.47390
16 O -0.66488 1.56986 -1.26332
17 H -1.51827 1.85593 -1.60813
18 H -0.78469 1.57506 -0.30697
19 O -0.57225 5.00607 -1.50059
20 H -1.16958 4.27548 -1.30456
21 H 0.30662 4.61926 -1.41719
22 O 1.62965 0.51433 -0.98556
23 H 0.88890 1.07616 -1.23978
24 H 1.44840 -0.32502 -1.42333
25 O -4.34300 0.94577 1.66010
26 H -4.86324 0.37746 2.23921
27 H -4.09803 0.37122 0.92602
28 O 2.10924 -2.93399 -1.80217
29 H 2.75970 -2.42646 -2.30046
30 H 1.27121 -2.50209 -2.00259
31 O -3.45614 -1.18402 -0.13788
32 H -2.80794 -0.91110 -0.79692
33 H -2.93616 -1.66007 0.51938

Forces on the atoms, in the same order (eV/Å):
-0.6 -1.6 2.6
-0.1 0.3 0.0
0.7 -0.1 -0.3
0.4 0.4 0.5
0.1 0.0 -0.1
-0.1 0.1 -0.2
-0.1 0.1 0.7
0.0 -0.1 0.1
0.0 0.1 0.0
0.7 -1.1 1.1
0.5 -0.3 0.1
-0.3 -0.4 0.2
0.1 0.3 0.2
-0.2 -0.2 -0.1
0.0 -0.3 0.0
-1.5 1.9 -1.5
0.2 0.1 -0.3
-0.2 -0.3 -0.2
0.0 -0.1 0.1
0.1 0.1 0.0
-0.1 0.0 -0.1
0.0 0.9 -2.2
0.2 0.0 -0.7
0.1 0.2 0.1
-0.1 0.0 0.2
0.0 0.1 -0.1
0.0 -0.1 -0.1
-0.3 0.1 0.0
0.0 0.0 0.1
0.2 0.0 -0.2
0.3 -0.2 -0.1
-0.1 0.2 -0.1
-0.2 0.1 0.2

natural (NBO) atomic charge list, values in e, 6 entries: atom 1 (O): -0.9718, atom 2 (H): 0.4608, atom 3 (H): 0.5177, atom 4 (O): -0.9129, atom 5 (H): 0.4575, atom 6 (H): 0.4585